Entry from the OMol25 dataset: C43H54N3O3SZr as an isolated structure (the ωB97M-V functional and the def2-TZVPD basis).

Element x y z (Å)
Zr  -0.7420  -2.0235  0.1969
C  -0.2148  4.8526  -2.2907
C  -0.7333  3.8936  -3.3614
C  0.3076  3.8020  -4.4896
C  -2.0583  4.4441  -3.9178
C  -0.9852  2.5005  -2.8054
C  -0.7496  2.1672  -1.5039
C  -0.9891  0.8409  -1.0649
N  -0.7298  0.3061  0.1516
C  -0.4081  0.8957  1.3006
C  -0.4906  2.2789  1.6270
C  -0.0777  2.7034  2.8493
C  0.4376  1.7245  3.7625
C  0.4997  0.3603  3.5592
C  0.0342  -0.0699  2.3082
O  -0.0207  -1.3314  1.9438
C  1.0536  -0.5250  4.6859
C  1.0767  -2.0244  4.3734
C  0.1889  -0.3202  5.9409
C  2.4989  -0.0817  4.9708
C  -0.1512  4.1506  3.3006
C  -0.7281  5.0565  2.2142
C  -1.0446  4.2369  4.5501
C  1.2719  4.6279  3.6419
C  -1.4280  -0.1548  -2.0068
O  -1.5298  -1.3969  -1.5349
C  -1.6849  0.1675  -3.3486
C  -1.4681  1.4884  -3.6868
C  -2.1515  -0.8804  -4.3622
C  -2.4033  -0.2454  -5.7322
C  -3.4670  -1.5202  -3.8889
C  -1.0626  -1.9543  -4.5352
H  -0.0596  5.8344  -2.7358
H  0.7460  4.5283  -1.8816
H  -0.9310  4.9761  -1.4742
H  0.4837  4.7952  -4.9024
H  -0.0224  3.1644  -5.3110
H  1.2594  3.4185  -4.1152
H  -1.8936  5.4449  -4.3172
H  -2.8156  4.5118  -3.1349
H  -2.4556  3.8336  -4.7298
H  -0.3262  2.8955  -0.8348
H  -0.9486  2.9683  0.9391
H  0.7832  2.0956  4.7184
H  0.0763  -2.4230  4.2025
H  1.4959  -2.5416  5.2359
H  1.7041  -2.2552  3.5106
H  -0.8440  -0.6240  5.7617
H  0.1857  0.7164  6.2791
H  0.5824  -0.9252  6.7578
H  3.1311  -0.2159  4.0893
H  2.9145  -0.6820  5.7801
H  2.5610  0.9629  5.2773
H  -1.7535  4.7823  1.9555
H  -0.1132  5.0487  1.3100
H  -0.7520  6.0823  2.5791
H  -2.0599  3.9022  4.3310
H  -1.0948  5.2721  4.8868
H  -0.6578  3.6458  5.3822
H  1.9248  4.5765  2.7685
H  1.7266  4.0508  4.4487
H  1.2310  5.6654  3.9732
H  -1.6496  1.7802  -4.7113
H  -3.1814  0.5193  -5.6905
H  -2.7432  -1.0164  -6.4224
H  -1.4968  0.1912  -6.1563
H  -4.2422  -0.7621  -3.7618
H  -3.3457  -2.0670  -2.9542
H  -3.8164  -2.2265  -4.6419
H  -0.1254  -1.5034  -4.8700
H  -1.3767  -2.6681  -5.2968
H  -0.8847  -2.5120  -3.6156
N  -3.9556  -2.4688  0.6939
C  -4.8009  -3.2960  1.3138
C  -4.0508  -4.1821  2.0688
C  -2.7353  -3.8176  1.8455
N  -2.6728  -2.7573  1.0089
H  -4.1805  -1.7277  0.0488
H  -5.8674  -3.2056  1.1811
H  -4.4186  -4.9826  2.6866
H  -1.8299  -4.2561  2.2376
O  0.3789  -3.7618  0.0043
S  1.8842  -3.8131  0.5095
C  2.7303  -4.9074  -0.5511
C  3.2960  -6.0057  0.0949
C  3.9893  -6.9377  -0.6595
C  4.1016  -6.7654  -2.0312
C  3.5272  -5.6634  -2.6671
C  2.8402  -4.7222  -1.9306
C  2.3521  -2.1549  0.0453
C  3.2326  -1.4698  0.8688
C  3.5595  -0.1580  0.5508
C  3.0110  0.4542  -0.5707
C  2.1341  -0.2398  -1.3933
C  1.7928  -1.5540  -1.0883
H  3.1962  -6.1263  1.1668
H  4.4376  -7.7949  -0.1772
H  4.6431  -7.4938  -2.6199
H  3.6274  -5.5463  -3.7372
H  2.3986  -3.8637  -2.4171
H  3.6550  -1.9486  1.7441
H  4.2524  0.3874  1.1781
H  3.2883  1.4716  -0.8138
H  1.7330  0.2264  -2.2848
H  1.1835  -2.1288  -1.7827

Values from the calculation:
Net charge: +3
Molar mass: 784.2 g mol⁻¹
HOMO-LUMO gap (alpha / beta): 0.19523 / 0.19535 Ha
Relative energy (zero: lowest compared OMol25 entry of this formula, charge and spin): 0.00 kcal per mole
Calculated total energy: -68175.569 eV


Entry from the OMol25 dataset: a 2-piece molecular cluster, C3H8N2O overall (the ωB97M-V functional and the def2-TZVPD basis).

Element x y z (Å)
C  2.0629  0.8932  -0.2482
N  0.8530  0.1714  0.0393
C  0.6722  -0.5517  1.1742
N  -0.2751  -1.3996  1.3016
H  1.8869  1.9597  -0.3623
H  2.7606  0.7501  0.5742
H  2.5756  0.5186  -1.1325
H  0.2013  -0.0787  -0.6891
H  1.4297  -0.3665  1.9376
H  -0.3266  -1.6585  2.2811
O  -2.8292  0.9625  -0.6296
C  -2.9689  -0.0706  -1.2206
H  -2.6915  -1.0397  -0.7677
H  -3.3508  -0.0903  -2.2579

Values from the calculation:
SMILES string: [H]/N=C/NC.C=O
Net charge: 0
Molar mass: 88.1 g mol⁻¹
HOMO-LUMO gap: 0.35931 Ha
Relative energy (zero: lowest compared OMol25 entry of this formula, charge and spin): 51.61 kcal per mole
Calculated total energy: -8267.088 eV


Entry from the OMol25 dataset: a 2-piece molecular cluster, C4H11NO overall (the ωB97M-V functional and the def2-TZVPD basis).

Element x y z (Å)
C  -0.9240  0.7848  2.1108
C  -1.3063  1.4396  0.7186
N  -1.7241  0.3599  -0.2837
H  -1.4673  -0.2055  2.3124
H  -1.2517  1.4799  2.8721
H  0.1339  0.5865  2.2541
H  -0.5607  2.1162  0.3007
H  -2.1538  2.1748  1.0102
H  -0.8781  0.0901  -0.8039
H  -2.2950  0.8643  -0.9102
C  1.4200  -1.4679  0.2110
C  1.8325  -1.1296  -1.0332
O  0.9769  -0.3365  -1.7838
H  2.1394  -1.9875  0.8223
H  0.3517  -1.6269  0.4828
H  2.7978  -1.0288  -1.4597
H  1.3039  -0.0511  -2.6667

Values from the calculation:
SMILES string: C=CO.CCN
Net charge: 0
Molar mass: 89.1 g mol⁻¹
HOMO-LUMO gap: 0.36045 Ha
Relative energy (zero: lowest compared OMol25 entry of this formula, charge and spin): 58.21 kcal per mole
Calculated total energy: -7862.029 eV


Entry from the OMol25 dataset: C5H11ClCrF3Fe as an isolated structure (the ωB97M-V functional and the def2-TZVPD basis).

Element x y z (Å)
Cr  -0.3450  0.2624  1.0761
Cl  -0.6932  2.0422  -0.3467
C  -2.0625  -0.4816  1.8238
H  -1.7883  -1.0266  2.7406
H  -2.5287  -1.1718  1.0996
H  -2.7627  0.3368  2.0713
Fe  0.2711  0.2684  -1.1803
C  2.0580  0.3118  -1.7973
C  -0.5944  -0.2873  -2.8005
C  0.4236  -1.2076  -0.0663
H  -0.9394  -1.3317  -2.8076
H  -1.4640  0.3970  -2.8478
H  0.1291  -0.0783  -3.6054
H  2.6611  -0.5363  -1.4413
H  1.9674  0.3393  -2.8952
H  2.4545  1.2659  -1.4024
H  -0.2668  -2.0172  -0.4367
H  1.5010  -1.5389  -0.0650
F  0.3320  0.0599  3.9464
C  0.3643  0.9406  2.8710
F  -0.3974  2.0570  3.2753
F  1.6802  1.3959  2.7882

Values from the calculation:
Net charge: -1
Molar mass: 271.4 g mol⁻¹
HOMO-LUMO gap (alpha / beta): 0.25503 / 0.30974 Ha
Spin multiplicity: 9
Relative energy (zero: lowest compared OMol25 entry of this formula, charge and spin): 0.00 kcal per mole
Calculated total energy: -88843.326 eV


Entry from the OMol25 dataset: C40H41AsCl2N4O7Ru as an isolated structure (the ωB97M-V functional and the def2-TZVPD basis).

Element x y z (Å)
Ru  -0.9698  1.1302  0.6622
O  0.1657  3.0015  -0.6632
C  0.0459  4.2154  -0.4774
C  -0.7324  4.8562  0.5301
C  -1.0053  6.2210  0.4153
C  -1.9065  6.8227  1.2641
C  -2.5686  6.0737  2.2565
C  -2.2721  4.7579  2.4386
C  -1.2766  4.0992  1.6432
O  -0.8290  2.9676  1.9720
N  -2.2199  8.2189  1.1179
O  -3.0666  8.6743  1.8552
O  -1.6281  8.8415  0.2625
H  0.5511  4.8996  -1.1836
H  -0.5263  6.8116  -0.3537
H  -3.2963  6.5788  2.8738
H  -2.7378  4.1801  3.2216
C  2.4474  2.8370  1.7778
As  1.6478  1.2368  0.9760
C  2.7802  1.1040  -0.6197
C  2.3859  -0.1541  2.2393
C  3.8105  -0.5182  2.0240
C  4.1584  -1.3604  0.9664
C  5.4577  -1.7996  0.8120
C  6.4448  -1.3934  1.6980
C  6.1167  -0.5353  2.7351
C  4.8126  -0.1024  2.8987
H  3.4451  2.6096  2.1591
H  1.8144  3.1682  2.6024
H  2.5252  3.6356  1.0383
H  2.5803  0.2024  -1.1990
H  3.8303  1.1109  -0.3198
H  2.5706  1.9719  -1.2500
H  1.7532  -1.0353  2.1180
H  2.2136  0.2501  3.2423
H  3.3960  -1.6799  0.2699
H  5.7038  -2.4668  0.0013
H  7.4603  -1.7430  1.5902
H  6.8770  -0.2148  3.4304
H  4.5614  0.5373  3.7330
Cl  -2.0834  1.0707  -1.6988
C  -3.4476  2.1126  -1.5309
C  -3.2139  3.4779  -1.5129
C  -4.2321  4.3622  -1.2074
C  -5.5162  3.8864  -0.9751
C  -5.7652  2.5352  -1.0561
Cl  -7.3740  1.9587  -0.7823
C  -4.7363  1.5883  -1.3004
N  -5.0600  0.2769  -1.2880
C  -4.2189  -0.8554  -1.1634
C  -3.7063  -1.4725  -2.2966
C  -2.9582  -2.6289  -2.1772
C  -2.7549  -3.1889  -0.9265
C  -3.2647  -2.5767  0.2057
C  -3.9894  -1.3932  0.1109
C  -4.4302  -0.6463  1.3396
C  -3.3063  0.3850  1.5755
O  -3.3860  1.5095  1.0439
O  -2.3058  0.0035  2.2239
H  -2.2191  3.8442  -1.7157
H  -4.0186  5.4162  -1.1279
H  -6.3146  4.5645  -0.7147
H  -6.0309  0.1112  -1.0300
H  -3.9043  -1.0449  -3.2663
H  -2.5536  -3.0992  -3.0594
H  -2.2019  -4.1118  -0.8286
H  -3.1102  -3.0303  1.1748
H  -4.4955  -1.2998  2.2085
H  -5.3723  -0.1225  1.1851
C  4.6721  -4.4925  -2.6777
C  3.2787  -4.4445  -3.2941
N  2.2440  -4.2756  -2.2803
C  1.3911  -5.4126  -2.0083
C  2.1090  -6.5431  -1.2721
C  2.0579  -3.0389  -1.7923
O  2.6770  -2.0601  -2.1850
C  1.1007  -2.8295  -0.6491
C  1.1024  -3.5956  0.5141
C  0.3072  -3.2016  1.5764
C  -0.4367  -2.0375  1.4586
N  -0.4156  -1.2806  0.3639
C  0.3258  -1.6717  -0.6646
H  5.4149  -4.6191  -3.4596
H  4.7664  -5.3196  -1.9791
H  4.8738  -3.5595  -2.1580
H  3.0673  -5.3622  -3.8430
H  3.2227  -3.5950  -3.9801
H  1.0204  -5.7932  -2.9667
H  0.5302  -5.0719  -1.4308
H  2.8116  -7.0530  -1.9244
H  1.3800  -7.2708  -0.9286
H  2.6538  -6.1723  -0.4076
H  1.7434  -4.4587  0.5979
H  0.2916  -3.7678  2.4946
H  -1.0523  -1.6788  2.2724
H  0.3142  -1.0413  -1.5465

Values from the calculation:
Net charge: +1
Molar mass: 936.7 g mol⁻¹
HOMO-LUMO gap (alpha / beta): 0.19395 / 0.22217 Ha
Spin multiplicity: 2
Relative energy (zero: lowest compared OMol25 entry of this formula, charge and spin): 6.97 kcal per mole
Calculated total energy: -150894.570 eV


Entry from the OMol25 dataset: a single C3H3N3O2 molecule (the ωB97M-V functional and the def2-TZVPD basis).

Element x y z (Å)
C  -1.8232  0.1130  0.1881
C  0.2136  -1.0548  0.5389
C  0.6251  -0.2567  -0.6263
N  -2.8127  0.7248  0.3792
N  -1.0247  -0.8623  -0.1403
N  0.9509  1.1369  -0.3296
O  0.4211  1.5953  0.6883
O  1.6648  1.7020  -1.1002
H  0.5765  -1.9986  0.6913
H  0.4339  -0.3485  1.3763
H  0.7746  -0.7511  -1.6656

Values from the calculation:
SMILES string: N#CN1C[C@@H]1[N+](=O)[O-]
Net charge: 0
Molar mass: 113.1 g mol⁻¹
HOMO-LUMO gap (alpha / beta): 0.33513 / 0.33515 Ha
Relative energy (zero: lowest compared OMol25 entry of this formula, charge and spin): 174.02 kcal per mole
Calculated total energy: -11718.411 eV


Entry from the OMol25 dataset: C15H21AuN2O5S as an isolated structure (the ωB97M-V functional and the def2-TZVPD basis).

Element x y z (Å)
Au  0.2188  1.2122  0.5036
C  -2.7598  3.2702  -3.5619
N  -1.4954  2.7116  -3.0661
C  -0.3152  2.8937  -3.9220
C  -1.3851  2.1985  -1.8642
O  -0.2628  1.8035  -1.4318
C  -2.6321  2.1199  -0.9971
O  -2.3812  1.4842  0.2396
C  -2.9492  0.2084  0.4294
C  -1.9677  -0.9273  0.1482
O  -0.7193  -0.7154  0.1139
N  -2.4369  -2.1403  -0.0313
C  -3.8642  -2.4777  0.0341
C  -1.5489  -3.2656  -0.3415
H  -2.6398  3.4823  -4.6194
H  -3.5779  2.5611  -3.4545
H  -3.0048  4.2001  -3.0485
H  -0.0340  3.9463  -3.9364
H  0.5094  2.3003  -3.5466
H  -0.5694  2.5748  -4.9298
H  -2.9673  3.1384  -0.7854
H  -3.4334  1.6187  -1.5438
H  -3.2462  0.1411  1.4792
H  -3.8447  0.0925  -0.1809
H  -4.4072  -1.8104  0.6954
H  -4.3081  -2.4654  -0.9615
H  -3.9497  -3.4824  0.4404
H  -0.5221  -2.9266  -0.3982
H  -1.6487  -4.0221  0.4350
H  -1.8474  -3.6948  -1.2972
O  6.5365  -2.9717  2.1532
C  6.2957  -1.8524  2.8429
O  7.1269  -1.3271  3.5169
C  4.9283  -1.2208  2.7207
C  4.4686  -0.5060  3.8371
C  3.2660  0.1433  3.7870
C  2.4987  0.1179  2.5876
S  1.0486  0.9892  2.6209
C  2.9751  -0.6040  1.4611
C  4.1749  -1.2599  1.5355
H  5.7424  -3.3527  1.7572
H  5.0900  -0.4724  4.7216
H  2.8984  0.6966  4.6415
H  2.3891  -0.6284  0.5517
H  4.5512  -1.7814  0.6642

Values from the calculation:
Net charge: +2
Molar mass: 538.4 g mol⁻¹
HOMO-LUMO gap (alpha / beta): 0.34521 / 0.21562 Ha
Spin multiplicity: 3
Calculated total energy: -43624.252 eV


Entry from the OMol25 dataset: a single C10H15NO3 molecule (the ωB97M-V functional and the def2-TZVPD basis).

Element x y z (Å)
O  1.7782  -2.4072  -1.8982
O  0.2009  -1.5955  -0.4731
O  1.8542  1.4400  -0.2276
C  0.6936  -2.4723  -1.3626
N  -1.0220  0.6988  0.8538
C  -0.1690  -3.7771  -1.2958
C  -1.9866  -0.2831  1.3882
C  -0.2714  2.0615  -0.8669
C  0.7000  2.3452  1.4277
C  0.8957  2.4933  -0.0304
C  0.4734  -0.2526  -0.7685
C  1.3208  0.3301  0.4464
C  -0.7537  0.6255  -0.6324
C  0.2869  0.8737  1.4690
H  -1.2586  -3.6336  -1.4262
H  0.0127  -4.3132  -0.3654
H  0.1827  -4.4276  -2.1576
H  -1.6714  -1.2844  1.1570
H  -2.1462  -0.2026  2.4918
H  -2.9667  -0.1767  0.8419
H  -1.0327  2.7689  -0.5959
H  -0.0490  2.0435  -1.9817
H  0.0552  3.1238  1.8182
H  1.5742  2.4616  2.0478
H  1.3347  3.4222  -0.3185
H  1.0232  -0.0690  -1.7556
H  2.0603  -0.3610  0.9521
H  -1.5479  0.1672  -1.2533
H  0.4286  0.4008  2.5158

Values from the calculation:
SMILES string: CC(=O)O[C@@H]1[C@H]2O[C@@H]3C[C@H]2N(C)[C@H]1C3
Net charge: 0
Molar mass: 197.2 g mol⁻¹
HOMO-LUMO gap: 0.33081 Ha
Relative energy (zero: lowest compared OMol25 entry of this formula, charge and spin): 41.70 kcal per mole
Calculated total energy: -18244.123 eV


Entry from the OMol25 dataset: C27H40BaN5O5S as an isolated structure (the ωB97M-V functional and the def2-TZVPD basis).

Element x y z (Å)
C  -1.2606  -4.6799  -2.8338
C  -0.7459  -4.4631  -1.3746
C  -1.3032  -5.4736  -0.3377
C  -0.2487  -6.0440  0.6669
N  -0.2272  -5.3614  1.9836
C  0.3773  -4.0903  1.8041
N  -0.4084  -3.0780  1.5053
C  0.2452  -1.8932  1.3122
C  -0.5440  -0.7508  0.9436
C  -2.0627  -0.9372  0.8318
C  -2.7893  -0.5618  2.1764
C  -1.8742  -0.5352  3.4117
C  -2.7021  -0.1590  4.6751
O  -3.8200  0.2611  4.5306
O  -2.1496  -0.2731  5.9255
C  0.0343  0.4842  0.6994
N  -0.7874  1.5791  0.2852
C  -0.9243  2.6881  1.2221
C  -1.8441  3.7514  0.4880
C  -1.2622  5.1936  0.4977
C  1.4755  0.5897  0.8696
C  2.1826  1.9236  0.6771
C  1.7502  2.6954  -0.5920
C  2.9065  3.0205  -1.5760
C  2.4339  2.8964  -3.0396
N  0.9906  3.2543  -3.1452
C  0.8572  4.6583  -3.3717
C  0.3390  2.4810  -4.1591
C  0.1048  0.9872  -3.8573
O  -0.0087  2.9222  -5.2316
C  2.2238  -0.4911  1.2398
C  3.7506  -0.3234  1.3896
O  4.3991  -0.7317  0.3978
O  4.2460  0.1728  2.4133
C  1.6365  -1.7912  1.4692
N  2.4782  -2.8077  1.8190
C  1.8093  -3.9243  1.9530
S  2.7847  -5.4013  2.3768
H  -0.5085  -4.2548  -3.5191
H  -1.5165  -5.7205  -3.0730
H  -2.1693  -4.0637  -2.9583
H  -1.0932  -3.4578  -1.0722
H  0.3546  -4.4172  -1.4046
H  -1.7449  -6.3348  -0.8759
H  -2.1310  -5.0576  0.2647
H  0.7465  -6.0594  0.1991
H  -0.5186  -7.1020  0.8409
H  -1.1791  -5.2421  2.3144
H  -2.3179  -1.9839  0.6122
H  -2.4810  -0.3490  -0.0047
H  -3.5782  -1.3081  2.3656
H  -3.2752  0.4193  2.0568
H  -1.0793  0.2328  3.3573
H  -1.4194  -1.5160  3.6254
H  -1.3124  0.2122  5.9602
H  -1.6975  1.2650  -0.0242
H  -1.4658  2.4160  2.1485
H  0.0153  3.2039  1.4490
H  -1.8822  3.4483  -0.5822
H  -2.8866  3.7125  0.8402
H  -0.1766  5.2126  0.3149
H  -1.7338  5.7435  -0.3737
H  -1.5523  5.7809  1.3818
H  3.2786  1.8484  0.6793
H  1.9324  2.5444  1.5606
H  1.3683  3.6756  -0.2267
H  0.9295  2.2192  -1.1377
H  3.2316  4.0618  -1.3966
H  3.7500  2.3235  -1.4374
H  3.0555  3.5443  -3.6904
H  2.5853  1.8754  -3.4133
H  1.7098  5.1562  -2.8673
H  0.8934  4.9862  -4.4307
H  -0.0543  5.0715  -2.8538
H  1.0758  0.4887  -4.0267
H  -0.1821  0.8172  -2.8100
H  -0.5904  0.5550  -4.5865
H  3.0855  -5.9561  1.1694
Ba  -1.5285  6.2211  -2.4208

Values from the calculation:
Net charge: +1
Molar mass: 684.0 g mol⁻¹
HOMO-LUMO gap: 0.05582 Ha
Calculated total energy: -57851.990 eV